ORCA calculation (wB97M-V/def2-TZVPD) on 2 unconnected molecules or ions with the total composition F3H3SSi2.

```
9
Properties=species:S:1:pos:R:3:forces:R:3
F 1.845 1.231 0.796 -0.48 -0.85 -0.27
F 2.132 -0.008 -1.349 -0.63 -0.62 1.04
F 1.766 -1.316 0.973 0.67 -0.82 0.13
Si -0.933 -0.283 0.013 -1.10 -3.12 2.49
Si 1.349 -0.124 0.067 0.78 2.28 -0.86
S -2.184 1.311 -0.456 -1.04 0.39 0.82
H -1.557 -1.474 -0.700 0.80 0.48 0.23
H -1.099 -1.148 1.945 0.19 1.67 -2.80
H -1.319 1.811 -1.289 0.80 0.59 -0.77
```
Positions in Å, forces in eV/Å.

Properties
ΔE to the lowest compared entry with this formula, charge and spin ... 1.962 eV
Frontier orbital gap ... 0.3538 hartree
Electronic energy ... -34795.4725 eV
HOMO level ... -9.94 eV
E_LUMO ... -0.31 eV
Molecular weight ... 148.3 Da
Strongest force on any atom ... 0.0805 hartree/bohr